(1)
Below is a molecular structure, C38H41ClN3O2P2S4SbTc, with properties calculated with the ωB97M-V functional and the def2-TZVPD basis.

Last column: Löwdin charge in e.
CARTESIAN COORDINATES (ANGSTROEM)
Tc1 -0.190 0.219 -0.195  1.15
C1 -0.068 1.293 -3.091  -0.13
C2 -1.414 0.553 -3.018  -0.12
N1 -1.848 0.425 -1.604  -0.12
C3 -2.793 1.495 -1.123  -0.12
C4 -2.536 1.815 0.338  -0.13
N2 -1.064 1.970 0.602  -0.15
C5 -0.472 3.228 0.085  -0.14
C6 -0.143 3.118 -1.393  -0.14
N3 0.363 1.746 -1.736  -0.16
H1 0.694 0.618 -3.473  0.13
H2 -0.121 2.143 -3.770  0.13
H3 -2.183 1.051 -3.604  0.14
H4 -1.292 -0.448 -3.421  0.13
H5 -2.363 -0.447 -1.537  0.09
H6 -2.685 2.371 -1.753  0.12
H7 -3.820 1.151 -1.227  0.15
H8 -3.078 2.717 0.624  0.14
H9 -2.893 0.991 0.951  0.11
H10 -0.956 1.990 1.612  0.13
H11 -1.142 4.073 0.259  0.15
H12 0.439 3.402 0.647  0.10
H13 -1.005 3.334 -2.012  0.11
H14 0.609 3.866 -1.642  0.14
H15 1.372 1.813 -1.789  0.06
S1 1.154 -3.415 3.710  0.43
Sb1 1.176 -2.366 6.378  0.88
S2 -0.162 -2.412 2.450  0.39
S3 0.718 -0.553 2.246  0.58
S4 1.609 -0.261 6.050  -0.02
C7 3.624 0.258 -1.037  -0.46
P1 2.302 0.452 0.228  0.92
C8 2.622 2.019 1.082  -0.39
C9 2.928 3.116 0.267  -0.15
C10 3.162 4.368 0.816  -0.04
C11 3.078 4.546 2.192  -0.03
C12 2.752 3.471 3.007  -0.04
C13 2.526 2.212 2.460  -0.10
C14 2.415 -0.924 1.438  -0.72
C15 3.445 -0.980 2.536  -0.11
C16 3.589 -2.111 3.205  -0.11
C17 2.813 -3.338 2.808  -0.49
C18 2.499 -3.371 1.341  -0.14
C19 2.307 -2.232 0.699  -0.19
P2 5.427 -0.357 -0.982  1.11
C20 6.286 0.221 0.514  -0.40
C21 5.975 1.434 1.126  -0.11
C22 6.737 1.915 2.184  -0.07
C23 7.847 1.207 2.621  -0.06
C24 8.216 0.042 1.962  -0.05
C25 7.455 -0.441 0.907  -0.11
C26 5.145 -2.161 -0.793  -0.40
C27 4.563 -2.784 -1.903  -0.13
C28 4.371 -4.158 -1.938  -0.07
C29 4.794 -4.942 -0.872  -0.07
C30 5.394 -4.339 0.225  -0.08
C31 5.566 -2.960 0.268  -0.11
H16 3.680 1.219 -1.552  0.03
H17 3.211 -0.442 -1.767  0.02
H18 3.017 2.995 -0.810  0.10
H19 3.422 5.201 0.172  0.13
H20 3.268 5.521 2.626  0.13
H21 2.683 3.607 4.081  0.12
H22 2.300 1.394 3.132  0.06
H23 4.026 -0.096 2.784  0.12
H24 4.292 -2.193 4.028  0.13
H25 3.293 -4.257 3.140  0.12
H26 2.429 -4.331 0.842  0.14
H27 2.084 -2.227 -0.364  0.09
H28 5.154 2.031 0.753  0.07
H29 6.479 2.861 2.649  0.11
H30 8.448 1.585 3.438  0.12
H31 9.119 -0.482 2.255  0.12
H32 7.800 -1.311 0.365  0.11
H33 4.288 -2.188 -2.771  0.10
H34 3.936 -4.622 -2.816  0.11
H35 4.689 -6.020 -0.914  0.12
H36 5.752 -4.951 1.048  0.12
H37 6.034 -2.518 1.132  0.09
Cl1 -0.366 -5.836 -3.772  0.76
C32 -0.972 -4.646 -2.698  -0.65
C33 -2.309 -4.669 -2.320  -0.05
C34 -2.792 -3.714 -1.440  0.03
C35 -1.939 -2.739 -0.927  -0.16
C36 -0.602 -2.726 -1.330  -0.06
C37 -0.111 -3.666 -2.215  -0.08
C38 -2.469 -1.695 -0.004  -0.58
O1 -3.633 -1.391 0.066  0.14
O2 -1.516 -1.026 0.681  -0.43
H38 -2.968 -5.429 -2.722  0.13
H39 -3.831 -3.713 -1.134  0.14
H40 0.080 -1.964 -0.946  0.05
H41 0.926 -3.663 -2.533  0.11

Max |F|, eV Å⁻¹: 0.8
E_LUMO, eV: -10.08
Energy relative to the best compared isomer or geometry (same formula, charge and spin), kJ/mol: 155.3
Total charge: +3
Electronic energy, eV: -131789.2779

=====

(2)
Below is a single C4H6O molecule in a non-equilibrium geometry, with properties calculated with the ωB97M-V functional and the def2-TZVPD basis.

Last column: Löwdin charge in e.
CARTESIAN COORDINATES (ANGSTROEM)
C1 -1.233 0.133 -0.102  -0.28
C2 -0.139 -0.995 0.000  -0.14
C3 1.007 0.001 0.047  -0.18
C4 -0.071 1.093 0.029  -0.09
H1 -0.407 -1.290 1.084  0.15
H2 -0.054 -1.897 -0.667  0.12
H3 1.898 -0.047 0.695  0.10
H4 1.649 -0.346 -0.939  0.15
H5 -0.102 1.695 0.711  0.02
H6 -0.055 1.674 -0.878  0.13
O1 -2.492 -0.019 0.018  0.03

Max |F|, eV Å⁻¹: 10.4
SMILES string: O=C1CCC1
E_LUMO, eV: 0.91
Energy relative to the best compared isomer or geometry (same formula, charge and spin), kJ/mol: 240.0
Electronic energy, eV: -6289.4310

=====

(3)
Below is 2 unconnected molecules or ions with the total composition C9H14 in a non-equilibrium geometry, with properties calculated with the ωB97M-V functional and the def2-TZVPD basis.

Last column: Löwdin charge in e.
CARTESIAN COORDINATES (ANGSTROEM)
C1 -0.265 -4.333 0.390  -0.06
C2 0.464 -0.680 -0.149  -0.10
C3 -0.825 -0.164 -0.316  -0.11
C4 0.693 -2.042 -0.031  -0.04
C5 -0.468 -2.861 0.114  -0.28
C6 -1.926 -0.974 -0.315  -0.08
C7 -1.734 -2.332 -0.008  -0.06
H1 1.314 -0.016 -0.047  0.10
H2 -0.887 0.924 -0.361  0.09
H3 1.700 -2.412 0.062  0.10
H4 -2.923 -0.568 -0.403  0.10
H5 0.765 -4.579 0.596  0.07
H6 -0.780 -4.867 -0.405  0.08
H7 -2.550 -3.017 0.226  0.11
H8 -0.873 -4.622 1.265  0.08
C8 0.295 3.999 -0.283  -0.17
C9 1.769 4.153 0.173  -0.16
H9 -0.363 3.674 0.523  0.06
H10 0.050 4.944 -0.761  0.06
H11 0.221 3.178 -0.991  0.04
H12 2.396 4.479 -0.658  0.06
H13 2.143 3.172 0.453  0.05
H14 1.784 4.942 0.925  0.06

Max |F|, eV Å⁻¹: 2.1
SMILES string: Cc1ccccc1.CC
E_LUMO, eV: 1.02
Energy relative to the best compared isomer or geometry (same formula, charge and spin), kJ/mol: 54.2
Electronic energy, eV: -9559.6201

=====

(4)
Below is 8 unconnected molecules or ions with the total composition C33H64BN2O30S7 in a non-equilibrium geometry, with properties calculated with the ωB97M-V functional and the def2-TZVPD basis.

Last column: Löwdin charge in e.
CARTESIAN COORDINATES (ANGSTROEM)
O1 1.328 -2.986 2.807  0.06
C1 0.666 -2.167 2.231  -0.20
C2 -0.811 -2.372 1.973  -0.07
N1 -1.522 -1.169 1.562  0.03
C3 -2.200 -0.396 2.570  -0.35
O2 -3.269 -0.648 3.016  0.16
C4 -1.317 0.788 2.802  -0.07
C5 -1.223 1.676 3.859  0.09
C6 -0.252 2.682 3.792  -0.03
C7 -0.141 3.626 4.993  -0.73
O3 0.702 3.294 5.841  0.00
O4 -0.923 4.593 4.963  -0.01
C8 0.595 2.814 2.683  -0.08
C9 1.655 3.894 2.649  0.01
B1 3.077 3.189 2.692  -0.62
O5 3.885 3.188 1.540  0.12
O6 3.514 2.570 3.829  0.19
C10 0.462 1.908 1.620  -0.17
O7 1.291 1.964 0.501  -0.03
N2 1.067 3.079 -0.378  0.04
O8 -0.025 3.474 -0.363  0.09
C11 -0.491 0.911 1.698  -0.04
C12 -0.848 -0.199 0.762  -0.35
O9 -0.685 -0.266 -0.422  0.13
H1 1.161 -1.239 1.902  0.13
H2 -0.906 -3.192 1.261  0.14
H3 -1.250 -2.733 2.900  0.14
H4 -1.868 1.566 4.717  0.14
H5 1.551 4.518 3.531  0.12
H6 1.548 4.456 1.727  0.10
H7 3.884 2.298 1.168  0.09
H8 4.010 1.782 3.571  0.09
O10 4.128 -3.352 -0.029  -0.26
S1 5.056 -4.437 0.010  0.56
O11 4.987 -5.482 -0.969  -0.28
O12 5.058 -5.073 1.463  -0.26
C13 3.781 -5.514 1.992  -0.23
C14 3.302 -6.791 1.334  -0.06
C15 6.699 -3.806 0.044  -0.12
H9 3.051 -4.710 1.900  0.10
H10 3.942 -5.682 3.055  0.12
H11 3.082 -6.641 0.279  0.05
H12 2.391 -7.144 1.817  0.08
H13 4.067 -7.566 1.402  0.09
H14 6.758 -3.030 0.801  0.07
H15 6.900 -3.393 -0.942  0.08
H16 7.384 -4.622 0.256  0.07
O13 0.135 -5.582 -4.091  -0.28
S2 0.945 -5.210 -2.968  0.56
O14 0.337 -4.859 -1.722  -0.28
O15 1.949 -4.062 -3.412  -0.26
C16 1.360 -2.870 -3.990  -0.24
C17 0.689 -1.992 -2.958  -0.07
C18 2.150 -6.458 -2.672  -0.11
H17 0.666 -3.160 -4.781  0.11
H18 2.183 -2.335 -4.460  0.12
H19 -0.167 -2.491 -2.510  0.07
H20 0.334 -1.069 -3.413  0.06
H21 1.382 -1.749 -2.152  0.09
H22 2.633 -6.714 -3.610  0.08
H23 1.619 -7.317 -2.265  0.08
H24 2.871 -6.084 -1.948  0.03
O16 -5.066 6.853 3.134  -0.27
S3 -5.606 7.006 4.450  0.55
O17 -6.070 8.288 4.892  -0.29
O18 -4.598 6.409 5.507  -0.26
C19 -3.227 6.894 5.519  -0.24
C20 -3.115 8.294 6.089  -0.08
C21 -6.891 5.827 4.696  -0.13
H25 -2.808 6.832 4.516  0.12
H26 -2.673 6.191 6.134  0.11
H27 -3.614 9.028 5.456  0.06
H28 -2.065 8.573 6.170  0.08
H29 -3.578 8.347 7.075  0.08
H30 -6.536 4.849 4.384  0.07
H31 -7.733 6.141 4.084  0.07
H32 -7.169 5.829 5.746  0.07
O19 -1.098 -6.697 2.191  -0.27
S4 -1.138 -7.936 1.479  0.55
O20 -0.312 -8.142 0.329  -0.28
O21 -2.644 -8.264 1.099  -0.26
C22 -3.353 -7.249 0.345  -0.24
C23 -2.854 -7.158 -1.082  -0.07
C24 -0.876 -9.265 2.603  -0.12
H33 -3.272 -6.286 0.853  0.12
H34 -4.400 -7.543 0.374  0.12
H35 -1.824 -6.808 -1.111  0.06
H36 -3.460 -6.458 -1.656  0.09
H37 -2.885 -8.135 -1.566  0.09
H38 -1.518 -9.128 3.469  0.07
H39 0.171 -9.230 2.895  0.07
H40 -1.093 -10.201 2.095  0.07
O22 -1.634 0.073 -4.457  -0.28
S5 -2.627 0.922 -3.868  0.58
O23 -3.919 0.399 -3.549  -0.27
O24 -2.798 2.211 -4.794  -0.26
C25 -3.103 2.007 -6.187  -0.26
C26 -4.532 1.570 -6.429  -0.08
C27 -1.962 1.732 -2.462  -0.12
H41 -2.392 1.297 -6.615  0.11
H42 -2.928 2.971 -6.664  0.11
H43 -4.726 0.583 -6.012  0.07
H44 -4.733 1.535 -7.500  0.07
H45 -5.229 2.265 -5.961  0.09
H46 -0.994 2.152 -2.721  0.07
H47 -1.850 0.982 -1.680  0.05
H48 -2.654 2.508 -2.145  0.08
O25 -4.863 4.179 -8.681  -0.28
S6 -4.826 5.541 -9.117  0.57
O26 -5.852 6.054 -9.969  -0.27
O27 -3.404 5.823 -9.773  -0.26
C28 -2.977 4.965 -10.851  -0.25
C29 -3.708 5.239 -12.150  -0.08
C30 -4.647 6.605 -7.728  -0.12
H49 -3.080 3.922 -10.548  0.11
H50 -1.914 5.166 -10.972  0.12
H51 -4.766 4.995 -12.071  0.07
H52 -3.280 4.638 -12.953  0.08
H53 -3.634 6.293 -12.416  0.08
H54 -3.848 6.231 -7.094  0.08
H55 -5.595 6.590 -7.195  0.08
H56 -4.432 7.609 -8.083  0.08
O28 6.102 0.253 3.976  -0.27
S7 7.028 -0.373 4.867  0.56
O29 6.640 -1.513 5.635  -0.27
O30 7.625 0.741 5.825  -0.26
C31 6.684 1.551 6.575  -0.24
C32 6.041 0.799 7.722  -0.07
C33 8.518 -0.753 4.009  -0.12
H57 5.934 1.960 5.897  0.11
H58 7.270 2.385 6.955  0.12
H59 5.405 -0.009 7.363  0.07
H60 5.423 1.478 8.309  0.09
H61 6.802 0.358 8.367  0.08
H62 8.834 0.119 3.442  0.07
H63 8.296 -1.582 3.342  0.07
H64 9.272 -1.047 4.734  0.07

Max |F|, eV Å⁻¹: 1.4
E_LUMO, eV: 1.51
Energy relative to the best compared isomer or geometry (same formula, charge and spin), kJ/mol: 40.7
Total charge: -1
Electronic energy, eV: -176186.3180

=====

Repeat the second record exactly.
Below is a single C4H6O molecule in a non-equilibrium geometry, with properties calculated with the ωB97M-V functional and the def2-TZVPD basis.

Last column: Löwdin charge in e.
CARTESIAN COORDINATES (ANGSTROEM)
C1 -1.233 0.133 -0.102  -0.28
C2 -0.139 -0.995 0.000  -0.14
C3 1.007 0.001 0.047  -0.18
C4 -0.071 1.093 0.029  -0.09
H1 -0.407 -1.290 1.084  0.15
H2 -0.054 -1.897 -0.667  0.12
H3 1.898 -0.047 0.695  0.10
H4 1.649 -0.346 -0.939  0.15
H5 -0.102 1.695 0.711  0.02
H6 -0.055 1.674 -0.878  0.13
O1 -2.492 -0.019 0.018  0.03

Max |F|, eV Å⁻¹: 10.4
SMILES string: O=C1CCC1
E_LUMO, eV: 0.91
Energy relative to the best compared isomer or geometry (same formula, charge and spin), kJ/mol: 240.0
Electronic energy, eV: -6289.4310

=====

Which value of max |F| does entry 3 give? 2.1 eV Å⁻¹

=====

Among the records above, which one has the highest electronic energy? C4H6O